Run one
Density functional theory data (ωB97M-V/def2-TZVPD) for a 2-piece molecular cluster, C19H26N4O4S overall.

```
54
Properties=species:S:1:pos:R:3
O 3.5865 -4.9008 3.4354
O -0.4447 2.6631 -6.0964
O -1.0746 -3.4617 3.7147
N -2.8092 -0.1215 -7.9997
O -2.5233 -0.2615 -9.3955
S 0.4808 1.4047 3.1933
C 3.0745 -3.9872 4.0607
C -1.3540 2.0722 -5.5303
C -0.4470 -2.9750 4.6472
C -2.0600 0.8455 -7.5520
C -1.5920 0.6826 -9.7259
C -1.2734 1.3939 -8.6159
C 1.5739 3.9271 -1.6990
C 1.0608 2.6580 -1.4169
C 1.0328 4.6801 -2.7441
C 0.0102 2.1397 -2.1828
C -0.0235 4.1657 -3.5012
C -0.5404 2.8880 -3.2352
N -2.1459 1.1778 -6.2166
N -1.0165 -2.7309 5.8345
N 1.7990 -3.6606 3.8558
C -0.4361 0.9282 1.7014
C 3.8965 -3.2316 5.0870
C -1.6867 2.3364 -4.0576
C -2.4169 -3.0247 6.1374
C 0.3568 -0.1182 4.1704
C 1.1536 -1.3058 3.6124
C 1.0276 -2.5741 4.4754
H -1.1749 0.8333 -10.7166
H -0.5637 2.2088 -8.5430
H 2.3943 4.3261 -1.1098
H 1.4859 2.0730 -0.6065
H 1.4319 5.6644 -2.9705
H -0.3705 1.1489 -1.9550
H -0.4324 4.7588 -4.3144
H -2.8422 0.6677 -5.6893
H -0.4506 -2.3295 6.5646
H 1.3108 -4.2345 3.1818
H 0.0835 0.1213 1.1854
H -1.4395 0.6005 1.9748
H -0.5120 1.7877 1.0350
H 3.9651 -2.1844 4.8021
H 4.8968 -3.6626 5.1159
H 3.4380 -3.3324 6.0682
H -2.0318 1.4007 -3.6111
H -2.5184 3.0443 -4.0206
H -2.6744 -4.0179 5.7627
H -2.5897 -2.9939 7.2139
H -3.0632 -2.2946 5.6472
H 0.7195 0.0976 5.1760
H -0.6978 -0.3859 4.2393
H 2.2034 -1.0193 3.5413
H 0.7921 -1.5312 2.6086
H 1.4308 -2.3565 5.4634
```

Calculated values
- HOMO (eV) = -8.822
- spin multiplicity = 1
- frontier orbital gap (eV) = 9.2
- SMILES = CNC(=O)[C@H](CCSC)NC(C)=O.O=C(Cc1ccccc1)Nc1ccon1

These are the natural (NBO) partial charges, in e, on atoms 1 to 8: atom 1 (O): -0.624, atom 2 (O): -0.596, atom 3 (O): -0.634, atom 4 (N): -0.162, atom 5 (O): -0.292, atom 6 (S): 0.196, atom 7 (C): 0.674, atom 8 (C): 0.696

---

Run two
Density functional theory data (ωB97M-V/def2-TZVPD) for C19H26N4O4S in the gas phase.

```
54
Properties=species:S:1:pos:R:3
C -4.4469 -1.1596 1.1359
C -4.5811 -1.9513 -0.1586
H -4.7979 -1.2684 -0.9833
H -5.4114 -2.6565 -0.0792
C -3.3066 -2.7393 -0.4816
C -2.1351 -1.8499 -0.6485
N -1.0328 -1.9550 -0.0035
N -0.1251 -1.0354 -0.3014
C -0.5181 -0.1775 -1.1827
N 0.3229 0.8048 -1.6306
C 0.1133 2.0980 -2.0454
O 1.0699 2.7952 -2.2939
C -1.3035 2.6206 -2.0966
H -1.3661 3.3526 -2.9027
C -1.6044 3.3155 -0.7576
C -1.4367 2.3316 0.3936
O -2.1932 1.3930 0.5614
N -0.3835 2.5702 1.1931
H 0.2309 3.3459 1.0028
C -0.0599 1.7408 2.3348
H -0.4391 0.7371 2.1255
H -0.5751 2.1266 3.2242
C 1.4497 1.7098 2.5828
C 2.1758 1.0341 1.4529
C 2.7855 1.7587 0.4431
C 3.3885 1.0966 -0.6107
C 3.4139 -0.2948 -0.6855
C 2.8188 -1.0389 0.3532
C 2.2068 -0.3524 1.3934
H 1.7356 -0.9080 2.1870
O 2.8819 -2.4023 0.2979
C 2.0776 -3.1487 1.1835
H 1.0301 -2.8466 1.1139
H 2.4284 -3.0585 2.2168
H 2.1822 -4.1845 0.8625
O 4.0501 -0.7841 -1.7906
C 3.8947 -2.1301 -2.1795
H 4.3665 -2.1974 -3.1601
H 4.3906 -2.8131 -1.4875
H 2.8406 -2.4059 -2.2634
H 3.8520 1.6479 -1.4130
H 2.7922 2.8379 0.4600
H 1.8135 2.7326 2.7058
H 1.6274 1.1719 3.5153
H -2.6399 3.6594 -0.7644
H -0.9423 4.1730 -0.6346
H -2.0288 1.8307 -2.2738
H 1.3079 0.6129 -1.4309
S -2.1365 -0.5072 -1.7797
H -3.0785 -3.4389 0.3245
H -3.4563 -3.3087 -1.4038
H -5.3864 -0.6664 1.3734
H -3.6766 -0.3979 1.0456
H -4.1856 -1.8199 1.9601
```

Calculated values
- HOMO (eV) = -7.904
- spin multiplicity = 1
- frontier orbital gap (eV) = 8.5
- SMILES = CCCc1nnc(NC(=O)CCC(=O)NCCc2ccc(OC)c(OC)c2)s1

These are the natural (NBO) partial charges, in e, on atoms 1 to 8: atom 1 (C): -0.624, atom 2 (C): -0.380, atom 3 (H): 0.196, atom 4 (H): 0.205, atom 5 (C): -0.455, atom 6 (C): 0.085, atom 7 (N): -0.278, atom 8 (N): -0.325

---

run two is the most stable structure; the next one sits 0.0124 hartree above it.

---

Run one
Density functional theory data (ωB97M-V/def2-TZVPD) for C21H22N2O3 in the gas phase.

```
48
Properties=species:S:1:pos:R:3
O -0.6392 -1.6050 -1.1257
C -0.0124 -0.5774 -0.8894
N 1.2894 -0.4379 -1.1797
H 1.7898 0.3918 -0.8964
C 2.0600 -1.4972 -1.7798
H 1.3590 -2.2418 -2.1636
H 2.6476 -1.0803 -2.6018
C 3.0118 -2.1725 -0.7848
H 3.6059 -2.9167 -1.3411
C 2.3166 -2.8426 0.4016
H 1.9731 -3.8455 0.1624
C 3.4168 -2.8116 1.4574
H 3.0374 -2.8513 2.4757
C 4.1056 -1.4799 1.1496
H 5.1826 -1.5057 1.3406
O 3.8951 -1.2063 -0.2280
H 3.6655 -0.6666 1.7391
H 4.1083 -3.6411 1.3050
H 1.4629 -2.2426 0.7181
C -0.7391 0.6087 -0.3196
C -0.2460 1.8129 0.0056
C 1.1502 2.2597 0.0267
C 1.5535 3.3030 -0.8047
C 2.8530 3.7723 -0.7615
C 3.7624 3.2261 0.1293
C 3.3656 2.2082 0.9799
C 2.0710 1.7243 0.9286
H 1.7517 0.9398 1.6004
H 4.0686 1.7946 1.6876
H 4.7747 3.5990 0.1678
H 3.1556 4.5736 -1.4194
H 0.8402 3.7345 -1.4914
H -0.9650 2.5672 0.3017
N -2.0938 0.2926 -0.2389
C -3.1421 1.0495 0.1808
O -3.0461 2.2073 0.5446
C -4.4559 0.3421 0.1414
C -4.5875 -1.0367 0.2828
C -5.8428 -1.6177 0.2542
C -6.9731 -0.8356 0.0819
C -6.8496 0.5382 -0.0466
C -5.5986 1.1236 -0.0094
H -5.4810 2.1932 -0.0974
H -7.7292 1.1519 -0.1722
H -7.9493 -1.2968 0.0556
H -5.9395 -2.6873 0.3691
H -3.7220 -1.6638 0.4421
H -2.2616 -0.6542 -0.5785
```

Calculated values
- HOMO (eV) = -8.560
- spin multiplicity = 1
- frontier orbital gap (eV) = 9.0
- SMILES = O=C(NC[C@@H]1CCCO1)/C(=C\c1ccccc1)NC(=O)c1ccccc1

These are the natural (NBO) partial charges, in e, on atoms 1 to 8: atom 1 (O): -0.656, atom 2 (C): 0.628, atom 3 (N): -0.601, atom 4 (H): 0.431, atom 5 (C): -0.240, atom 6 (H): 0.237, atom 7 (H): 0.208, atom 8 (C): 0.099

---

Run two
Density functional theory data (ωB97M-V/def2-TZVPD) for a 2-piece molecular cluster, C21H22N2O3 overall.

```
48
Properties=species:S:1:pos:R:3
C 1.0013 1.6155 2.6150
C -0.1632 2.4875 2.1492
N -1.2998 1.7843 1.8452
C -2.4745 2.4172 2.1364
C -3.6317 1.4811 2.4834
O -2.6931 3.6328 2.1358
O 0.0063 3.7081 2.0620
H 0.6676 0.6193 2.9190
H 1.7592 1.5431 1.8198
H 1.4683 2.0698 3.4981
H -3.3121 0.4357 2.5188
H -4.0373 1.7670 3.4637
H -4.4333 1.5907 1.7418
C 2.6099 -3.3358 4.1521
O 1.9730 -4.0942 3.0897
C 1.2981 -3.3385 2.1712
C 1.2584 -1.9218 2.2014
C 0.5315 -1.2187 1.2533
C -0.1846 -1.8635 0.2311
C -0.8849 -1.1607 -0.8091
C -0.2940 -0.2351 -1.6631
C -0.8451 0.3028 -2.9044
C -1.9824 0.0181 -3.6394
C -2.2074 0.7229 -4.8378
C -1.2910 1.6956 -5.2848
C -0.0981 1.9344 -4.5806
C 0.0955 1.2319 -3.4017
N 1.2151 1.2141 -2.5554
C 2.4405 1.9726 -2.7164
C 1.0006 0.3379 -1.5363
C -0.1571 -3.2851 0.2282
C 0.5971 -4.0063 1.1309
H 3.0975 -4.0672 4.8018
H 3.3645 -2.6514 3.7263
H 1.8589 -2.7662 4.7288
H 1.7773 -1.3693 2.9819
H 0.4719 -0.1343 1.2841
H -1.8642 -1.5410 -1.1016
H -2.6540 -0.7781 -3.3139
H -3.0968 0.4980 -5.4339
H -1.5219 2.2916 -6.1686
H 0.6325 2.6708 -4.9041
H 2.3453 2.6732 -3.5508
H 2.6408 2.5324 -1.7874
H 3.3097 1.3145 -2.8987
H 1.7844 0.0972 -0.8146
H -0.7137 -3.8009 -0.5595
H 0.6349 -5.0918 1.0930
```

Calculated values
- HOMO (eV) = -6.506
- spin multiplicity = 1
- frontier orbital gap (eV) = 4.0

These are the natural (NBO) partial charges, in e, on atoms 1 to 8: atom 1 (C): -0.708, atom 2 (C): 0.641, atom 3 (N): -0.815, atom 4 (C): 0.647, atom 5 (C): -0.698, atom 6 (O): -0.643, atom 7 (O): -0.638, atom 8 (H): 0.194

---

run one is the most stable structure; the next one sits 0.1542 hartree above it.

---

Run one
Density functional theory data (ωB97M-V/def2-TZVPD) for an isolated ion of composition C4H8BrFN and charge +1.

```
15
Properties=species:S:1:pos:R:3
C 0.8860 -1.5589 -0.4034
C 0.0813 0.0923 0.6700
C -0.4802 -1.1222 -0.0002
C 1.4369 -0.2114 -0.4471
N -0.5781 1.3834 0.6689
F -1.2078 -1.9960 0.7276
Br 3.1389 0.0331 0.2262
H 1.2593 -2.3356 0.2332
H 0.8277 -2.2500 -1.3158
H 0.4728 -0.0674 1.6464
H -1.0926 -0.8605 -0.9036
H 1.0443 0.2368 -1.3991
H -0.7673 1.5361 1.7063
H -1.4809 1.4032 0.2301
H -0.0350 2.1844 0.2100
```

Calculated values
- HOMO (eV) = -14.164
- spin multiplicity = 1
- net charge = +1
- frontier orbital gap (eV) = 10.1
- SMILES = [NH3+][C@H]1[C@H](F)C[C@@H]1Br

These are the natural (NBO) partial charges, in e, on atoms 1 to 8: atom 1 (C): -0.507, atom 2 (C): -0.125, atom 3 (C): 0.199, atom 4 (C): -0.283, atom 5 (N): -0.689, atom 6 (F): -0.318, atom 7 (Br): 0.172, atom 8 (H): 0.270

---

Run two
Density functional theory data (ωB97M-V/def2-TZVPD) for an isolated ion of composition C4H8BrFN and charge +1.

```
15
Properties=species:S:1:pos:R:3
C 1.4963 0.6160 0.4343
C -0.6015 -0.3770 -0.4364
C -0.0541 0.6568 0.4555
C 1.7775 -0.8217 0.7908
N -2.0240 -0.1893 -0.6679
F -0.6040 1.9067 0.0371
Br 2.9035 -1.8383 -0.2138
H 1.8581 0.7204 -0.6081
H 1.9955 1.2437 1.2464
H -0.0669 -0.6349 -1.4002
H -0.5482 0.5183 1.4329
H 1.2578 -1.5573 1.3987
H -2.4018 -0.9512 -1.0858
H -2.3009 0.4858 -1.4313
H -2.6872 0.2219 0.0478
```

Calculated values
- HOMO (spin up / spin down) (eV) = -11.857 / -14.109
- spin multiplicity = 1
- net charge = +1
- frontier orbital gap (spin up / spin down) (eV) = 6.0 / 9.8

These are the natural (NBO) partial charges, in e, on atoms 1 to 8: atom 1 (C): -0.519, atom 2 (C): -0.063, atom 3 (C): 0.122, atom 4 (C): -0.203, atom 5 (N): -0.706, atom 6 (F): -0.381, atom 7 (Br): 0.215, atom 8 (H): 0.258

---

run one is the most stable structure; the next one sits 0.0832 hartree above it.

---

Run one
Density functional theory data (ωB97M-V/def2-TZVPD) for an isolated ion of composition C2HO3S2 and charge -1.

```
8
Properties=species:S:1:pos:R:3
C 0.0329 0.7285 0.2677
C 2.0599 -0.8910 -0.1661
O 2.1464 -1.0140 -1.3762
O -1.4380 -1.2008 0.7807
O -2.3073 0.5321 -0.8329
S 1.2410 -0.0819 1.0148
S -1.7431 0.2129 0.4607
H 0.0081 1.7143 -0.1486
```

Calculated values
- HOMO (spin up / spin down) (eV) = -3.405 / -3.635
- spin multiplicity = 1
- net charge = -1
- frontier orbital gap (spin up / spin down) (eV) = 6.2 / 6.7

Here is what natural (NBO) gives for the atomic charges, in e: atom 1 (C): -0.714, atom 2 (C): 0.214, atom 3 (O): -0.528, atom 4 (O): -1.054, atom 5 (O): -1.033, atom 6 (S): 0.383, atom 7 (S): 1.542, atom 8 (H): 0.189

---

Run two
Density functional theory data (ωB97M-V/def2-TZVPD) for an isolated ion of composition C2HO3S2 and charge -1.

```
8
Properties=species:S:1:pos:R:3
C -0.9215 1.4942 0.0469
C -1.4675 0.0658 -0.1549
O 0.0829 1.4883 0.8171
O -1.5187 2.3607 -0.6160
O -0.1872 -0.9792 -0.5080
S -2.6970 -0.3982 1.1260
S -3.0885 -0.2816 -0.8658
H 0.3746 -0.6828 0.1475
```

Calculated values
- HOMO (eV) = -4.494
- spin multiplicity = 1
- net charge = -1
- frontier orbital gap (eV) = 7.6
- SMILES = O=C([O-])C1(O)SS1

Here is what natural (NBO) gives for the atomic charges, in e: atom 1 (C): 0.701, atom 2 (C): -0.072, atom 3 (O): -0.767, atom 4 (O): -0.712, atom 5 (O): -0.745, atom 6 (S): 0.033, atom 7 (S): 0.092, atom 8 (H): 0.470

---

run two is the most stable structure; the next one sits 0.1016 hartree above it.